[1]
Formula: C20H24N2O2S
Source: the Open Molecules 2025 dataset
Level of theory: ωB97M-V/def2-TZVPD

The geometry in XYZ format:
```
49
Properties=species:S:1:pos:R:3:lowdin_charge:R:1
C 2.86 4.81 0.02 -0.0892
C 3.33 3.59 -0.76 -0.2655
N 2.57 2.40 -0.41 -0.1915
C 1.19 2.43 -0.88 -0.2374
C 0.20 2.42 0.28 -0.0645
C 3.26 1.15 -0.63 -0.1793
C 2.84 0.07 0.37 -0.1701
N 1.64 -0.59 -0.05 0.0404
C 0.75 -1.23 0.73 -0.1971
C 1.05 -1.51 2.07 -0.0103
C 0.17 -2.18 2.87 -0.0180
C -1.06 -2.60 2.38 -0.2437
C -2.01 -3.36 3.28 -0.2725
O -1.73 -3.22 4.65 -0.0590
C -1.39 -2.33 1.05 -0.3758
S -2.94 -2.99 0.53 1.1176
C -3.22 -2.23 -1.01 -0.4510
C -4.48 -2.40 -1.58 -0.1081
C -4.77 -1.83 -2.80 -0.0734
C -3.81 -1.08 -3.46 -0.0709
C -2.56 -0.92 -2.91 -0.0085
C -2.23 -1.50 -1.67 -0.1379
C -0.86 -1.30 -1.18 -0.2792
O -0.04 -0.81 -1.97 0.0266
C -0.52 -1.64 0.19 -0.0592
H 2.90 4.59 1.09 0.0749
H 3.50 5.66 -0.19 0.0687
H 1.84 5.07 -0.23 0.0617
H 3.27 3.80 -1.85 0.1184
H 4.38 3.41 -0.52 0.1085
H 1.02 3.33 -1.47 0.1111
H 0.99 1.57 -1.53 0.0989
H 0.30 1.51 0.87 0.0564
H -0.82 2.46 -0.10 0.0730
H 0.36 3.27 0.93 0.0657
H 3.12 0.76 -1.66 0.1300
H 4.33 1.33 -0.49 0.1147
H 3.65 -0.66 0.46 0.1225
H 2.69 0.55 1.34 0.1201
H 1.35 -0.49 -1.03 0.0856
H 2.01 -1.22 2.46 0.1008
H 0.42 -2.41 3.89 0.1198
H -1.94 -4.43 3.08 0.1316
H -3.05 -3.05 3.07 0.0885
H -1.79 -2.29 4.88 0.0962
H -5.21 -2.98 -1.05 0.1023
H -5.75 -1.96 -3.23 0.1066
H -4.04 -0.62 -4.42 0.1039
H -1.79 -0.35 -3.41 0.1176
```

LUMO level, eV: -0.12
Electronic energy, a.u.: -1434.7034
Spin multiplicity: 1
Energy above the lowest of the compared OMol25 structures with the same formula, charge and spin, kJ/mol: 159.06
Orbital gap, eV: 7.4
SMILES string: CCN(CC)CCNc1ccc(CO)c2sc3ccccc3c(=O)c12

[2]
Formula: C8H8NO4
Source: the Open Molecules 2025 dataset
Level of theory: ωB97M-V/def2-TZVPD

The geometry in XYZ format:
```
21
Properties=species:S:1:pos:R:3:lowdin_charge:R:1
C -2.89 -1.07 0.55 -0.4148
C 0.63 1.07 -2.30 0.0879
C 0.45 0.01 -1.54 -0.2329
C -0.15 -1.36 -1.81 -0.3960
C 0.30 -1.22 0.40 -0.6153
C 1.43 -2.01 1.11 0.0574
C -2.04 1.23 1.11 -0.0601
C -1.87 -0.33 0.83 -0.3725
N -3.87 -1.65 0.28 0.0366
O -0.12 -2.01 -0.66 0.1515
O -0.57 -1.71 -2.90 0.1110
O 0.90 -0.10 -0.23 0.0547
O -0.65 -0.91 1.29 0.0130
H 0.94 2.00 -1.81 0.0776
H 0.39 0.94 -3.35 0.0702
H 1.63 -1.53 2.08 0.0961
H 2.25 -1.99 0.40 0.0867
H 1.12 -3.00 1.30 0.0716
H -1.34 1.80 0.46 0.0347
H -3.09 1.28 0.61 0.0975
H -1.82 1.40 2.16 0.0452
```

LUMO level, eV: 3.46
Electronic energy, a.u.: -665.3216
Spin multiplicity: 1
Energy above the lowest of the compared OMol25 structures with the same formula, charge and spin, kJ/mol: 64.38
Orbital gap, eV: 5.7
Total charge: -1

[3]
Formula: C16H13AuF5N4O5Te
Source: the Open Molecules 2025 dataset
Level of theory: ωB97M-V/def2-TZVPD

The geometry in XYZ format:
```
45
Properties=species:S:1:pos:R:3:lowdin_charge:R:1
Au 0.40 0.25 -0.17 1.3872
C -0.77 0.61 3.89 0.0162
C 0.39 0.21 4.54 0.0055
C 1.55 0.01 3.80 0.0391
C 1.51 0.17 2.42 -0.1687
N 0.35 0.51 1.82 -0.0177
C -0.75 0.75 2.51 -0.0376
C 2.64 -0.04 1.51 -0.1626
C 3.97 -0.04 1.91 0.0411
C 4.96 -0.23 0.95 0.0052
C 4.59 -0.46 -0.36 0.0016
C 3.25 -0.44 -0.69 -0.0599
N 2.30 -0.20 0.21 -0.0350
H -1.68 0.79 4.44 0.1300
H 0.40 0.06 5.61 0.1303
H 2.46 -0.31 4.28 0.1262
H -1.62 1.05 1.94 0.1310
H 4.24 0.14 2.94 0.1272
H 6.00 -0.19 1.24 0.1299
H 5.33 -0.62 -1.13 0.1260
H 2.92 -0.61 -1.70 0.1226
C 1.22 1.72 -3.61 -0.0181
C 0.36 0.56 -3.30 -0.4081
N 0.28 -0.16 -2.17 -0.0287
C -0.57 -1.21 -2.39 -0.1012
C -0.99 -1.15 -3.69 -0.0212
N -0.38 -0.06 -4.24 0.2179
C -1.96 -1.94 -4.53 -0.4752
O -2.63 -2.88 -3.95 0.1856
O -2.06 -1.63 -5.69 0.1506
C -0.94 -2.15 -1.27 -0.5857
O -1.68 -3.09 -1.49 0.0926
O -0.41 -1.90 -0.14 -0.0664
H 1.82 2.02 -2.76 0.0726
H 0.60 2.58 -3.89 0.0866
H 1.87 1.49 -4.45 0.1087
H -0.58 0.28 -5.17 0.2054
H -2.42 -3.06 -2.98 0.0991
F -1.99 3.13 -3.59 -0.3841
Te -1.47 2.09 -1.84 2.0659
F -2.55 0.72 -2.86 -0.3678
F 0.75 2.40 -0.92 -0.4944
F -3.23 2.42 -1.25 -0.3714
F -1.29 3.81 -0.87 -0.3970
O -1.38 0.87 -0.35 -0.6032
```

LUMO level (spin up / spin down), eV: -7.90 / -8.03
Electronic energy, a.u.: -2115.4041
Spin multiplicity: 1
Energy above the lowest of the compared OMol25 structures with the same formula, charge and spin, kJ/mol: 565.41
Orbital gap (spin up / spin down), eV: 4.4 / 4.3
Total charge: +1

[4]
Formula: C2H8OS
Source: the Open Molecules 2025 dataset
Level of theory: ωB97M-V/def2-TZVPD

The geometry in XYZ format:
```
12
Properties=species:S:1:pos:R:3:lowdin_charge:R:1
C 1.27 -4.17 1.87 -0.1681
O -0.12 -3.96 1.97 -0.1169
H 1.72 -4.01 2.81 0.0544
H 1.43 -5.24 1.66 0.0776
H 1.84 -3.55 1.17 0.0805
H -0.40 -3.22 1.43 0.0726
C -1.38 4.04 -2.06 -0.5051
S 0.16 3.30 -1.49 0.6116
H -1.54 3.54 -3.01 0.0107
H -2.26 3.92 -1.43 0.0248
H -1.26 5.10 -2.29 0.0270
H 0.54 4.26 -0.64 -0.1690
```

LUMO level, eV: 0.79
Electronic energy, a.u.: -554.3844
Spin multiplicity: 1
Energy above the lowest of the compared OMol25 structures with the same formula, charge and spin, kJ/mol: 87.92
Orbital gap, eV: 10.0
SMILES string: CO.CS